Entry 1:
{"formula": "C33H53BIO25", "method": "ωB97M-V with the def2-TZVPD basis set", "energy_ev": -95045.94769, "e_homo_ev": -4.8600, "charge": -1, "fmax_ev_per_a": 1.9, "symbols": ["I", "O", "O", "O", "O", "O", "O", "O", "O", "O", "O", "O", "O", "O", "O", "O", "O", "O", "O", "O", "O", "O", "O", "O", "O", "O", "C", "C", "C", "C", "C", "C", "C", "C", "C", "C", "C", "C", "C", "C", "C", "C", "C", "C", "C", "C", "C", "C", "C", "C", "C", "C", "C", "C", "C", "C", "C", "C", "C", "B", "H", "H", "H", "H", "H", "H", "H", "H", "H", "H", "H", "H", "H", "H", "H", "H", "H", "H", "H", "H", "H", "H", "H", "H", "H", "H", "H", "H", "H", "H", "H", "H", "H", "H", "H", "H", "H", "H", "H", "H", "H", "H", "H", "H", "H", "H", "H", "H", "H", "H", "H", "H", "H"], "positions_angstrom": [[0.971, -2.097, 1.162], [-1.291, 1.398, -7.673], [1.769, 3.200, -2.371], [-0.395, -4.828, 4.850], [-4.999, -4.254, 1.152], [-1.332, -5.337, 6.833], [-2.883, 2.661, -6.735], [-2.211, 0.472, -0.811], [3.106, -0.915, -6.205], [-0.886, 3.568, -7.240], [-1.016, -5.243, 0.938], [-3.895, -0.945, -0.335], [2.835, -1.641, 6.408], [0.723, 8.221, 3.021], [2.170, -1.452, -4.229], [0.768, -0.820, 6.064], [-2.021, -3.534, 5.671], [1.497, 0.386, -5.342], [1.401, 6.431, 4.207], [-6.446, -5.943, 1.261], [2.367, 6.918, 2.231], [-1.568, -7.427, 0.646], [2.041, -1.467, 4.322], [-2.570, -0.152, 1.304], [-7.079, -3.841, 1.845], [-3.028, -5.986, 1.529], [-0.488, 3.761, -3.199], [-6.318, -2.648, 2.096], [-5.113, -2.834, 1.212], [3.855, -1.052, 0.720], [1.960, 0.254, -0.526], [-0.760, -3.923, 3.799], [1.785, -1.267, 5.637], [-1.316, 0.539, 1.294], [-1.617, 2.634, -7.217], [2.407, -0.467, 0.773], [-2.328, 0.505, -7.268], [-1.789, -6.139, 1.026], [-3.504, 1.426, -7.088], [-1.371, 1.298, -0.003], [-3.760, -7.176, 1.274], [-1.256, -4.632, 5.876], [3.425, -1.792, 4.202], [2.933, 3.655, 2.323], [-2.980, -0.267, 0.019], [2.285, 3.005, 1.019], [3.758, -2.330, 5.566], [-6.207, -4.785, 1.408], [-1.483, -2.836, 4.541], [2.747, 0.013, -7.225], [2.040, 1.094, -6.454], [1.272, 8.902, 1.897], [2.249, -0.730, -5.165], [1.490, 7.121, 3.247], [3.457, 2.508, 0.103], [-2.670, -8.207, 1.134], [0.407, 2.867, -2.267], [2.010, 7.808, 1.175], [2.611, 2.027, -2.478], [3.064, 1.373, -1.020], [0.059, 4.704, -3.384], [-0.815, -2.051, 4.897], [2.220, 4.322, 2.833], [1.621, 2.202, 1.394], [3.562, 2.227, -3.030], [-1.404, -4.444, 3.091], [1.250, 1.571, -7.032], [2.090, -0.487, -7.943], [4.090, 0.760, -1.267], [-2.278, -2.382, 3.950], [0.117, 2.983, -1.193], [0.123, -3.560, 3.269], [-1.459, 3.966, -2.711], [3.801, 3.413, -0.463], [-4.182, 1.094, -6.303], [-4.211, -2.393, 1.624], [1.828, -0.487, -1.341], [3.909, -1.970, 1.338], [0.184, 1.811, -2.534], [3.582, -2.522, 3.412], [-1.224, 1.191, 2.161], [-5.267, -2.452, 0.212], [2.897, 8.170, 0.659], [2.356, 0.181, 1.673], [-0.507, -0.196, 1.316], [2.725, 1.862, -6.085], [-0.391, 1.421, -0.460], [-4.340, -7.043, 0.361], [1.659, 3.797, 0.557], [0.485, 9.349, 1.292], [3.577, -3.405, 5.648], [-4.072, 1.567, -8.012], [-6.060, -2.612, 3.158], [4.091, -1.328, -0.323], [2.123, 1.188, -3.034], [-1.840, 2.280, 0.105], [1.002, 0.803, -0.342], [-6.891, -1.758, 1.842], [3.630, 0.379, -7.747], [-4.441, -7.388, 2.094], [3.178, 2.798, 2.990], [-2.928, -9.000, 0.434], [1.938, 9.693, 2.253], [-2.391, -8.656, 2.091], [-2.031, 0.016, -6.337], [4.784, -2.120, 5.862], [4.614, -0.339, 1.102], [3.981, -0.882, 3.961], [-2.503, -0.257, -8.026], [-0.643, 3.267, -4.179], [3.877, 4.140, 2.019], [1.378, 7.273, 0.462], [4.323, 2.227, 0.751]], "mulliken_charge": [0.062, -0.294, -0.385, -0.406, -0.195, -0.587, -0.326, -0.308, -0.372, -0.526, -0.434, -0.616, -0.376, -0.340, -0.515, -0.576, -0.412, -0.169, -0.514, -0.568, -0.253, -0.352, -0.045, -0.378, -0.367, -0.203, -1.320, -0.331, -0.034, -1.170, 0.066, 1.083, 0.474, 1.248, 0.708, 0.389, -0.305, 0.560, -0.364, 1.870, -0.370, 0.664, -0.157, -1.265, 0.640, 1.138, -0.413, 0.629, 0.392, -0.406, -0.034, -0.318, 0.610, 0.653, -0.901, -0.431, 0.876, -0.293, -0.382, 0.845, 0.358, -0.123, 0.246, -0.519, 0.140, -0.630, 0.110, 0.247, -0.378, 0.147, -0.217, -0.306, 0.355, 0.175, 0.313, -0.003, 0.394, 0.453, 0.197, 0.231, 0.382, 0.307, 0.311, 0.075, -1.201, 0.203, -1.539, 0.297, 0.058, 0.304, 0.270, 0.254, 0.259, 0.196, -0.174, 0.163, -1.518, 0.336, 0.314, 0.358, 0.235, 0.291, 0.239, 0.270, 0.254, 0.328, 0.165, 0.265, 0.307, 0.092, 0.333, 0.220, 0.258]}

Entry 2:
{"formula": "C33H53BNO22", "method": "ωB97M-V with the def2-TZVPD basis set", "energy_ev": -82289.04064, "e_homo_ev": -11.6132, "charge": 1, "fmax_ev_per_a": 2.0, "symbols": ["O", "O", "O", "O", "O", "O", "O", "O", "O", "O", "O", "O", "O", "O", "O", "O", "O", "O", "O", "O", "O", "O", "N", "C", "C", "C", "C", "C", "C", "C", "C", "C", "C", "C", "C", "C", "C", "C", "C", "C", "C", "C", "C", "C", "C", "C", "C", "C", "C", "C", "C", "C", "C", "C", "C", "C", "B", "H", "H", "H", "H", "H", "H", "H", "H", "H", "H", "H", "H", "H", "H", "H", "H", "H", "H", "H", "H", "H", "H", "H", "H", "H", "H", "H", "H", "H", "H", "H", "H", "H", "H", "H", "H", "H", "H", "H", "H", "H", "H", "H", "H", "H", "H", "H", "H", "H", "H", "H", "H", "H"], "positions_angstrom": [[-8.646, -8.246, -0.660], [4.104, 5.626, -5.896], [4.089, 7.120, 1.476], [5.229, 8.960, 0.954], [-0.480, 7.775, 2.923], [-2.760, -5.482, -3.879], [0.991, 9.339, 2.339], [5.723, 7.834, 2.849], [4.319, 7.855, -5.607], [-0.966, -6.819, 1.743], [-9.316, -9.134, 1.302], [0.095, -2.383, 2.828], [2.567, 0.842, -0.868], [0.027, -3.094, 0.687], [-1.829, -3.124, 1.921], [-2.341, -8.383, 2.534], [0.327, 7.823, 0.815], [3.995, 6.486, -3.839], [-7.147, -9.208, 0.681], [-1.706, -8.437, 0.365], [-4.712, -6.498, -4.226], [-4.190, -5.765, -2.159], [4.655, 1.756, 2.227], [2.353, -0.450, 1.320], [-1.150, 8.485, 5.160], [-1.880, -5.237, -6.141], [0.281, 8.266, 1.920], [4.140, 4.523, -4.982], [-3.917, -5.904, -3.309], [3.788, 1.930, 1.044], [0.488, 9.711, 3.636], [5.083, 7.968, 1.856], [-5.038, -8.665, -0.411], [-0.835, -3.712, -1.530], [-0.510, -2.825, 1.901], [-0.033, 8.391, 4.153], [4.489, 8.593, -0.236], [-4.136, -6.251, -5.520], [3.403, 7.739, 0.368], [-2.225, -3.406, 0.565], [-1.375, -6.392, 3.053], [2.961, 3.141, 1.497], [-1.676, -7.937, 1.442], [-2.672, -6.093, -5.184], [-2.839, -7.568, 4.779], [-1.808, -7.692, 3.686], [3.959, 4.517, -2.432], [-7.350, -7.930, -1.190], [3.531, 5.131, -3.740], [4.114, 3.983, 2.110], [-6.492, -9.017, -0.589], [4.157, 6.770, -5.165], [4.865, 2.880, 2.770], [4.008, 9.804, -0.991], [-8.457, -8.890, 0.520], [-0.937, -3.898, -0.041], [2.893, 0.741, 0.479], [-3.267, -8.542, 5.010], [-2.189, -7.065, -5.059], [-3.020, -4.147, 0.545], [5.157, 7.998, -0.866], [0.187, -3.867, -1.875], [-3.659, -6.917, 4.472], [5.183, 4.228, -4.838], [4.836, 10.484, -1.185], [3.261, 10.352, -0.415], [-0.769, 8.830, 6.120], [-1.925, 9.175, 4.823], [-2.581, -2.480, 0.110], [-2.388, -7.160, 5.683], [-0.302, 10.450, 3.496], [3.677, 5.160, -1.596], [-4.539, -9.389, 0.230], [2.461, -0.308, 2.390], [3.499, 3.537, -2.296], [2.438, 3.522, 0.631], [0.783, 7.779, 4.547], [-2.197, -5.681, 2.947], [-4.577, -5.337, -5.923], [-1.125, -2.702, -1.830], [-6.591, -9.949, -1.153], [3.577, 3.680, -5.375], [-0.946, -8.261, 4.043], [-0.751, -4.941, 0.218], [1.292, -0.536, 1.107], [3.770, 4.608, 2.926], [5.489, 3.062, 3.627], [1.280, 10.136, 4.246], [2.777, -1.394, 1.001], [-2.401, -4.304, -6.355], [-1.489, -4.425, -2.028], [-0.913, -4.980, -5.710], [-4.929, -7.686, 0.058], [2.577, 8.314, 0.762], [-7.067, -6.934, -0.842], [-1.714, -5.768, -7.077], [4.445, 2.276, 0.246], [4.696, 4.552, 1.400], [2.263, 2.843, 2.269], [5.044, 4.398, -2.389], [1.751, 1.366, -0.945], [-1.621, 7.513, 5.300], [2.440, 5.149, -3.811], [-4.528, -8.644, -1.373], [5.064, 0.898, 2.581], [3.569, 9.507, -1.943], [3.020, 6.983, -0.314], [-4.340, -7.080, -6.193], [-0.549, -5.911, 3.571], [-7.367, -7.941, -2.277]], "mulliken_charge": [-0.356, -0.344, -0.231, -0.413, -0.365, -0.225, -0.317, -0.566, -0.501, -0.282, -0.525, -0.574, -0.483, -0.355, -0.372, -0.325, -0.549, -0.251, -0.377, -0.541, -0.334, -0.444, 0.077, -0.861, -1.473, -1.456, 0.700, -0.563, 0.568, 0.135, -0.516, 0.561, -1.297, -1.663, 0.638, 0.556, 0.639, -0.553, 0.020, -0.449, -0.518, -0.875, 0.620, 0.433, -1.496, 0.485, -0.805, -0.347, 0.412, -0.336, 0.531, 0.559, -0.326, -1.453, 0.600, 1.156, 0.054, 0.383, 0.261, 0.185, 0.252, 0.400, 0.358, 0.350, 0.391, 0.309, 0.388, 0.350, 0.427, 0.383, 0.301, -0.149, 0.398, 0.358, 0.359, 0.462, 0.245, 0.218, 0.322, 0.376, 0.235, 0.331, 0.315, 0.016, 0.180, 0.372, 0.507, 0.329, 0.400, 0.346, 0.311, 0.349, 0.227, -0.199, 0.265, 0.402, 0.205, 0.159, 0.325, 0.370, 0.327, 0.364, 0.269, 0.342, 0.301, 0.365, 0.256, 0.321, 0.373, 0.286]}